The molecule C14H30N4S2, computed with the ωB97M-V functional and the def2-TZVPD basis.

The geometry in XYZ format:
```
50
Properties=species:S:1:pos:R:3:forces:R:3:mulliken_charge:R:1
S 0.88613 -2.88550 -1.23951 1.4 1.2 1.5 -0.15
S 2.71090 -2.14067 -0.18743 -1.3 -1.4 -1.0 -0.10
N -3.36328 -1.00064 3.15822 -1.2 1.3 -0.1 0.03
N 3.84153 4.48588 -0.78898 -1.3 -0.3 1.3 -0.11
N -2.76541 -1.66273 0.43574 -0.8 -0.5 -1.0 0.07
N 2.90504 1.85950 -0.02990 1.2 0.5 -1.1 0.31
C -2.12591 -1.09890 3.96589 0.1 1.5 -1.9 -0.73
C 4.81011 5.51871 -1.09415 0.2 -0.9 -0.5 -1.00
C -0.31848 -2.34223 0.03821 0.1 -0.4 2.0 0.11
C 2.87482 -0.45705 -0.79889 0.6 0.6 2.3 -0.60
C -1.74713 -2.18957 -0.52353 -0.5 -0.7 1.2 -1.13
C 2.32375 0.55345 0.28311 1.4 1.1 0.8 -0.79
C -3.42252 0.10126 2.08063 -1.9 -4.2 -1.1 -1.04
C -3.92104 -2.29245 2.62123 0.9 1.9 0.9 -1.10
C 3.43839 3.53697 -1.89810 0.8 -1.7 1.5 -0.56
C 4.33318 3.82652 0.44322 -0.3 -2.2 -2.3 -0.75
C -2.48358 -0.24736 0.88978 -2.3 -1.7 0.7 -0.29
C -3.11979 -2.69750 1.44303 0.5 0.2 -0.8 -0.23
C 2.38293 2.51922 -1.29594 1.2 1.8 3.2 -0.93
C 3.30590 2.86746 1.00055 -1.5 0.0 -1.2 -0.90
H -1.90963 -0.14347 4.50873 -0.2 -0.6 -0.8 0.24
H -1.26578 -1.37914 3.32479 0.1 0.3 0.4 0.22
H -2.16080 -1.82437 4.72609 -0.6 -1.2 0.9 0.31
H 4.29573 6.12998 -1.80758 0.4 0.7 -0.8 0.31
H 5.63603 4.89790 -1.56795 0.2 1.7 0.5 0.37
H 5.08124 6.18237 -0.19192 -0.2 -1.4 -1.4 0.30
H 0.09855 -1.39808 0.56834 -0.9 -1.5 -1.2 0.00
H -0.38060 -3.13078 0.83272 0.5 0.6 -0.6 0.23
H 3.95443 -0.23182 -1.08992 -1.6 -0.2 0.4 0.32
H 2.19631 -0.41913 -1.57976 -0.8 0.2 -2.1 0.40
H -1.62975 -1.40928 -1.18025 -0.1 1.7 -2.3 0.49
H -2.09667 -3.12684 -1.09377 0.4 1.4 1.1 0.37
H 1.20769 0.65863 0.36088 0.6 -0.7 -0.3 0.28
H 2.70516 0.26928 1.31148 -0.5 0.2 -1.1 0.39
H -3.27706 1.08520 2.33322 1.1 2.1 1.7 0.49
H -4.52920 0.18116 1.74622 1.6 -0.7 0.3 0.29
H -4.99702 -2.29670 2.47146 -0.2 0.8 -0.3 0.29
H -3.79396 -3.05699 3.37164 0.3 -0.2 0.5 0.39
H 2.89157 3.96989 -2.78149 1.2 0.2 0.9 0.35
H 4.37706 2.89495 -2.15128 -1.3 1.1 -0.3 0.30
H 4.61630 4.54008 1.15972 0.0 1.2 0.9 0.55
H 5.24796 3.25000 0.20794 0.1 0.0 0.0 0.34
H -2.72757 0.48538 0.07901 0.9 -0.7 0.4 0.32
H -1.50985 -0.26346 1.33905 1.0 0.8 -0.3 0.20
H -3.56574 -3.64223 1.09428 0.1 0.5 -1.0 0.27
H -2.17153 -2.96925 1.81020 1.3 -1.0 1.0 0.30
H 1.56452 3.17500 -0.94204 -0.2 -0.2 -0.4 0.35
H 1.99916 1.79391 -1.96772 0.0 -0.6 -0.8 0.47
H 3.64405 2.47482 1.97542 -0.4 -0.3 -0.6 0.41
H 2.41272 3.50746 1.08818 0.0 0.0 0.9 0.34
```
Forces are in eV/Å.

Summary:
- Energy relative to the best compared isomer or geometry (same formula, charge and spin): 71.8 kcal/mol
- Energy: -1566.66560 Eh
- Frontier orbital gap: 8.3 eV